The following is a DFT calculation (ωB97M-V/def2-TZVPD) of a cluster of 9 separate species, C57H114N5O17 in total.

Results
Gap between HOMO and LUMO (alpha / beta) ... 8.971 / 8.875 eV
Multiplicity ... 6
Energy above the lowest of the compared OMol25 structures with the same formula, charge and spin ... 0.00 kcal per mole
LUMO energy (alpha / beta) ... 0.38 / -0.48 eV
F_max ... 5.9 eV/Å

Each line ends with the Löwdin spin population.
Cartesian coordinates (Å):
C 19.57 11.89 14.62  0.000
O 20.31 11.18 15.54  0.000
C 20.28 11.51 16.80  0.000
O 19.46 12.24 17.33  0.000
O 21.33 10.87 17.37  0.000
C 21.59 11.05 18.76  0.000
H 18.53 11.55 14.63  0.000
H 19.90 11.61 13.62  0.000
H 19.50 12.97 14.76  0.000
H 22.58 10.70 19.05  0.000
H 20.90 10.73 19.54  0.000
H 21.62 12.13 18.92  0.000
C 19.07 19.55 13.40  0.000
O 19.27 20.92 13.70  0.000
C 19.56 21.32 14.96  0.000
O 19.62 20.56 15.93  0.000
O 19.64 22.62 15.02  0.000
C 19.40 23.28 16.29  0.000
H 20.04 19.06 13.34  0.000
H 18.62 19.37 12.42  0.000
H 18.60 19.12 14.28  0.000
H 19.38 24.35 16.09  0.000
H 20.10 23.15 17.12  0.000
H 18.40 22.99 16.60  0.000
C 16.30 11.33 16.66  0.000
O 15.23 10.80 15.89  0.000
C 15.52 10.25 14.68  0.000
O 16.64 10.29 14.10  0.000
O 14.35 10.00 14.22  0.000
C 14.16 9.36 12.95  0.000
H 16.98 11.86 16.00  0.000
H 16.89 10.47 16.99  0.000
H 16.09 11.87 17.58  0.000
H 13.14 9.44 12.57  0.000
H 14.35 8.29 12.96  0.000
H 14.77 9.87 12.20  0.000
C 19.14 16.92 17.00  0.000
O 18.04 16.09 16.67  0.000
C 17.84 15.51 15.48  0.000
O 18.64 15.43 14.51  0.000
O 16.66 14.92 15.60  0.000
C 16.24 14.17 14.46  0.000
H 19.80 16.81 16.14  0.000
H 19.58 16.50 17.90  0.000
H 18.85 17.95 17.19  0.000
H 16.90 13.35 14.18  0.000
H 16.20 14.81 13.58  0.000
H 15.33 13.59 14.61  0.000
C 19.67 9.12 11.97  0.004
C 19.13 9.97 10.75  0.021
C 17.64 9.56 10.70  0.000
C 16.85 10.47 9.75  0.000
C 16.98 11.87 10.37  0.001
C 18.46 12.48 10.27  0.017
N 19.33 11.43 10.96  0.341
O 20.73 11.82 11.16  0.582
C 18.75 12.78 8.82  0.010
C 18.29 13.77 11.16  0.003
C 19.81 9.45 9.43  0.019
H 18.93 9.11 12.78  0.000
H 20.64 9.48 12.31  -0.001
H 19.87 8.12 11.59  0.000
H 17.63 8.56 10.25  0.000
H 17.16 9.48 11.68  0.000
H 15.83 10.09 9.64  0.000
H 17.21 10.37 8.72  0.000
H 16.57 11.81 11.38  0.000
H 16.32 12.52 9.80  0.000
H 19.77 13.17 8.77  0.001
H 18.71 11.92 8.15  0.000
H 18.12 13.58 8.42  0.001
H 19.16 14.42 11.13  0.000
H 17.48 14.42 10.83  0.000
H 18.15 13.54 12.22  0.000
H 19.54 8.42 9.20  0.001
H 20.86 9.59 9.65  0.002
H 19.51 10.02 8.55  0.000
C 25.65 14.29 17.77  0.015
C 25.75 14.87 19.22  0.022
C 25.86 16.40 19.11  0.001
C 24.50 17.13 18.81  0.000
C 23.48 16.70 19.83  0.001
C 23.29 15.19 19.98  0.018
N 24.66 14.60 20.16  0.315
O 24.62 13.25 20.66  0.606
C 22.33 14.98 21.14  0.000
C 22.48 14.77 18.70  0.014
C 27.22 14.47 19.78  0.003
H 25.45 13.22 17.63  0.001
H 26.50 14.44 17.10  0.002
H 24.89 14.85 17.24  0.000
H 26.43 16.85 19.92  0.000
H 26.28 16.72 18.16  0.000
H 24.26 17.06 17.75  0.000
H 24.82 18.14 19.07  0.000
H 22.56 17.23 19.57  0.000
H 23.75 17.10 20.81  0.001
H 21.40 15.52 20.93  0.000
H 22.12 13.92 21.28  -0.001
H 22.75 15.49 22.02  0.000
H 21.41 14.63 18.75  0.002
H 22.50 15.53 17.91  0.000
H 23.00 13.92 18.25  0.000
H 27.35 14.98 20.73  0.000
H 28.05 14.43 19.06  0.000
H 27.15 13.41 20.01  -0.001
C 14.17 18.99 16.16  0.017
C 13.22 17.75 15.99  0.023
C 13.64 16.58 16.92  0.001
C 13.34 16.83 18.39  0.000
C 11.82 17.07 18.48  0.002
C 11.37 18.30 17.63  0.021
N 11.77 18.07 16.20  0.344
O 11.17 18.92 15.26  0.569
C 9.85 18.22 17.71  0.001
C 11.83 19.67 18.31  0.015
C 13.52 17.25 14.55  0.001
H 13.80 19.78 15.51  0.002
H 15.22 18.80 15.92  0.002
H 14.20 19.46 17.14  0.000
H 13.17 15.63 16.66  0.000
H 14.70 16.36 16.99  0.000
H 13.81 17.71 18.82  0.000
H 13.64 15.94 18.94  0.000
H 11.31 16.98 19.44  0.000
H 11.37 16.23 17.94  0.001
H 9.49 17.30 17.26  0.000
H 9.51 18.27 18.74  0.000
H 9.35 19.05 17.21  -0.001
H 12.11 20.47 17.61  0.001
H 11.00 20.06 18.90  0.002
H 12.58 19.49 19.08  0.001
H 14.43 16.64 14.46  0.000
H 13.40 17.96 13.74  -0.001
H 12.68 16.57 14.43  0.000
C 18.63 15.29 20.81  0.001
C 17.22 14.54 20.72  0.019
C 17.72 13.02 20.52  0.001
C 16.60 12.03 20.69  0.000
C 15.99 12.09 22.12  0.000
C 15.45 13.55 22.44  0.020
N 16.53 14.55 22.07  0.341
O 16.25 15.84 22.51  0.582
C 14.01 13.78 21.84  0.014
C 15.29 13.54 23.98  0.002
C 16.41 14.90 19.44  0.013
H 19.20 15.18 19.89  0.000
H 19.24 14.88 21.62  0.000
H 18.47 16.33 21.09  -0.001
H 18.10 12.89 19.50  0.000
H 18.50 12.79 21.24  0.001
H 16.83 10.97 20.54  0.000
H 15.87 12.26 19.91  0.000
H 16.60 11.63 22.89  0.000
H 15.10 11.46 22.04  0.000
H 14.11 13.67 20.76  0.000
H 13.32 13.03 22.23  0.001
H 13.60 14.77 22.05  0.002
H 16.26 13.42 24.45  0.000
H 14.77 14.41 24.39  0.000
H 14.70 12.64 24.19  0.000
H 15.43 14.41 19.40  0.000
H 16.98 14.52 18.59  0.001
H 16.26 15.98 19.47  0.002
C 15.24 22.21 20.60  0.000
C 16.50 21.63 20.06  0.017
C 17.50 22.77 20.00  0.000
C 18.89 22.35 19.71  0.000
C 19.31 21.30 20.80  0.000
C 18.37 20.14 20.78  0.021
N 16.98 20.55 21.02  0.290
O 16.03 19.43 21.19  0.636
C 18.60 19.23 19.51  0.013
C 18.95 19.42 21.99  0.002
C 16.21 21.14 18.51  0.014
H 14.39 21.53 20.50  -0.001
H 14.86 23.00 19.96  0.000
H 15.26 22.50 21.65  0.000
H 17.25 23.51 19.24  0.000
H 17.58 23.36 20.92  0.000
H 19.43 23.30 19.71  0.000
H 18.94 21.97 18.69  0.000
H 19.29 21.97 21.66  0.001
H 20.36 21.02 20.72  0.000
H 17.68 18.99 18.98  0.002
H 19.37 19.66 18.88  0.000
H 19.07 18.28 19.76  0.001
H 18.80 19.95 22.93  0.000
H 18.45 18.45 21.97  -0.001
H 19.98 19.10 21.88  0.000
H 17.03 20.86 17.85  0.000
H 15.74 22.01 18.06  0.001
H 15.42 20.38 18.44  0.002

***

The following is a DFT calculation (ωB97M-V/def2-TZVPD) of a cluster of 9 separate species, C57H126N6O9 in total.

Results
Gap between HOMO and LUMO ... 8.097 eV
Energy above the lowest of the compared OMol25 structures with the same formula, charge and spin ... 73.47 kcal per mole
LUMO energy ... 0.23 eV
Structure (SMILES) ... CC1(C)CCCC(C)(C)N1O.CC1(C)CCCC(C)(C)N1O.CC1(C)CCCC(C)(C)N1O.CC1(C)CCCC(C)(C)N1O.CC1(C)CCCC(C)(C)N1O.CC1(C)CCCC(C)(C)N1O.CC(C)O.O.O
F_max ... 4.5 eV/Å

Each line ends with the Mulliken charge.
Cartesian coordinates (Å):
O -6.00 -12.24 -21.38  -0.567
H -6.25 -11.53 -21.97  0.141
H -5.07 -12.38 -21.55  0.251
O -8.29 -13.04 -16.49  -0.812
H -7.79 -12.25 -16.70  0.305
H -8.15 -13.61 -17.25  0.299
C -12.03 -17.59 -27.23  -2.100
C -12.17 -17.42 -25.73  2.389
C -11.53 -16.02 -25.33  -1.440
C -11.94 -15.46 -23.94  1.761
C -13.46 -15.55 -23.85  -1.006
C -14.04 -16.99 -24.04  1.926
N -13.62 -17.48 -25.41  0.316
O -14.31 -18.63 -25.64  -0.488
C -13.63 -17.90 -22.79  -1.615
C -15.56 -16.75 -23.94  -2.107
C -11.32 -18.48 -25.01  -1.761
H -12.64 -16.84 -27.75  0.457
H -12.23 -18.57 -27.65  0.467
H -11.04 -17.55 -27.68  0.335
H -10.44 -16.02 -25.31  0.265
H -11.73 -15.23 -26.05  0.334
H -11.67 -14.44 -23.71  -0.684
H -11.45 -16.04 -23.16  -0.543
H -13.94 -14.87 -24.56  0.446
H -13.67 -15.23 -22.83  -0.348
H -13.96 -18.91 -23.07  0.497
H -12.59 -17.90 -22.50  -0.156
H -14.15 -17.69 -21.86  0.436
H -16.11 -17.69 -23.89  0.415
H -15.85 -16.12 -23.11  0.277
H -15.88 -16.29 -24.87  0.501
H -10.32 -18.50 -25.42  0.459
H -11.80 -19.44 -25.22  0.440
H -11.24 -18.45 -23.92  0.070
H -14.79 -18.37 -26.43  0.369
C -5.29 -13.06 -14.48  -1.775
C -4.43 -12.44 -15.58  1.202
C -4.16 -13.53 -16.68  -0.783
C -3.66 -12.98 -18.00  -1.022
C -4.57 -11.86 -18.51  0.117
C -4.75 -10.69 -17.49  1.365
N -5.11 -11.30 -16.18  0.986
O -5.41 -10.27 -15.30  -0.567
C -3.46 -9.87 -17.39  -1.766
C -5.91 -9.87 -17.97  -1.777
C -3.06 -12.10 -14.96  -1.923
H -4.79 -13.90 -14.01  0.365
H -6.13 -13.53 -14.98  0.392
H -5.72 -12.40 -13.73  0.393
H -3.56 -14.36 -16.31  0.503
H -5.16 -13.93 -16.87  0.032
H -3.57 -13.72 -18.79  0.223
H -2.68 -12.50 -17.94  0.503
H -5.55 -12.27 -18.73  -0.430
H -4.06 -11.37 -19.34  0.785
H -3.68 -8.87 -17.03  0.389
H -2.62 -10.29 -16.84  0.196
H -3.15 -9.51 -18.37  0.467
H -5.94 -9.70 -19.05  0.392
H -6.83 -10.38 -17.66  0.173
H -6.06 -8.88 -17.54  0.369
H -3.15 -11.29 -14.23  0.362
H -2.27 -11.86 -15.67  0.374
H -2.61 -12.95 -14.46  0.461
H -6.35 -10.44 -15.23  0.371
C -3.59 -16.79 -21.95  -2.012
C -4.83 -17.69 -22.41  2.043
C -5.90 -16.64 -22.83  -0.946
C -7.06 -17.16 -23.68  1.613
C -6.39 -17.94 -24.85  -2.119
C -5.33 -18.98 -24.51  1.824
N -4.34 -18.42 -23.61  0.211
O -3.18 -19.15 -23.50  -0.474
C -6.06 -20.19 -23.93  -1.676
C -4.65 -19.32 -25.89  -1.774
C -5.29 -18.63 -21.29  -1.096
H -3.91 -16.12 -21.15  0.335
H -3.07 -16.11 -22.62  0.335
H -2.89 -17.49 -21.51  0.494
H -6.24 -16.04 -21.98  -0.678
H -5.48 -15.78 -23.36  0.652
H -7.57 -16.26 -24.05  -1.008
H -7.64 -17.73 -22.95  0.091
H -5.91 -17.17 -25.45  0.506
H -7.24 -18.27 -25.44  0.614
H -6.56 -19.99 -22.98  0.322
H -6.95 -20.56 -24.45  0.363
H -5.37 -21.04 -23.94  0.425
H -4.33 -20.36 -26.01  0.352
H -5.34 -19.15 -26.71  0.369
H -3.74 -18.76 -26.10  0.379
H -6.36 -18.81 -21.32  -0.145
H -5.01 -18.21 -20.32  0.398
H -4.80 -19.60 -21.37  0.286
H -3.56 -20.00 -23.27  0.402
C -7.16 -13.71 -24.68  -1.398
C -7.92 -12.47 -25.26  1.495
C -8.55 -12.91 -26.60  -1.243
C -9.49 -11.83 -27.16  -1.015
C -10.51 -11.46 -26.04  -1.236
C -9.96 -11.02 -24.71  2.539
N -8.89 -11.96 -24.27  1.629
O -8.34 -11.40 -23.14  -0.575
C -9.46 -9.52 -24.88  -1.800
C -11.15 -10.96 -23.81  -2.741
C -6.88 -11.38 -25.55  -1.818
H -7.97 -14.34 -24.32  -0.465
H -6.51 -13.44 -23.84  0.193
H -6.53 -14.17 -25.45  0.618
H -7.73 -12.99 -27.32  0.457
H -9.04 -13.88 -26.61  0.300
H -9.94 -12.22 -28.07  0.474
H -8.99 -10.90 -27.43  0.367
H -11.10 -12.37 -25.95  -0.108
H -11.35 -10.80 -26.28  0.687
H -9.67 -8.97 -23.96  0.411
H -8.38 -9.36 -24.96  0.359
H -9.98 -8.90 -25.62  0.332
H -10.73 -10.69 -22.84  0.436
H -11.97 -10.30 -24.10  0.688
H -11.54 -11.95 -23.56  -0.071
H -5.95 -11.74 -25.98  0.462
H -6.37 -11.00 -24.65  0.247
H -7.17 -10.51 -26.14  0.346
H -8.82 -11.83 -22.42  0.280
C -14.70 -13.04 -19.17  -1.591
C -13.92 -12.51 -20.40  1.517
C -14.83 -12.58 -21.70  -0.770
C -15.86 -11.39 -21.84  -1.083
C -15.13 -10.10 -21.57  -1.356
C -14.44 -9.98 -20.25  1.812
N -13.46 -11.13 -20.16  1.080
O -12.46 -11.00 -19.21  -0.528
C -13.65 -8.65 -20.35  -1.961
C -15.42 -9.94 -19.17  -1.901
C -12.65 -13.48 -20.61  -2.068
H -14.35 -14.05 -18.97  0.228
H -15.79 -13.01 -19.28  0.271
H -14.36 -12.48 -18.30  0.421
H -14.24 -12.72 -22.60  0.211
H -15.47 -13.44 -21.51  0.359
H -16.65 -11.58 -21.12  0.382
H -16.25 -11.53 -22.85  0.480
H -15.83 -9.29 -21.74  0.605
H -14.47 -9.90 -22.41  0.288
H -13.53 -8.24 -19.35  0.411
H -12.64 -8.75 -20.75  0.249
H -14.09 -7.86 -20.96  0.392
H -15.04 -9.56 -18.21  0.394
H -16.10 -9.11 -19.33  0.468
H -16.12 -10.76 -19.01  0.276
H -12.06 -13.12 -21.45  -0.055
H -12.82 -14.54 -20.80  0.364
H -12.00 -13.49 -19.74  0.837
H -11.91 -10.39 -19.70  0.328
C -9.50 -18.03 -20.05  -1.216
C -10.36 -18.12 -18.80  2.092
C -11.53 -17.07 -18.85  -0.225
C -12.63 -17.22 -17.82  -0.601
C -13.20 -18.64 -18.06  -1.189
C -12.14 -19.72 -17.87  1.628
N -10.99 -19.46 -18.75  0.382
O -10.10 -20.45 -18.68  -0.544
C -11.69 -19.79 -16.38  -1.760
C -12.76 -21.09 -18.23  -1.796
C -9.54 -17.79 -17.52  -1.417
H -10.22 -18.10 -20.87  0.154
H -8.73 -18.80 -20.09  0.796
H -9.14 -17.01 -20.16  -0.443
H -11.05 -16.09 -18.86  -0.065
H -12.00 -17.00 -19.83  -0.234
H -13.40 -16.49 -18.08  0.045
H -12.44 -17.04 -16.77  0.407
H -13.62 -18.66 -19.07  0.086
H -13.97 -18.67 -17.29  0.477
H -11.74 -18.86 -15.81  0.318
H -12.32 -20.42 -15.75  0.407
H -10.67 -20.13 -16.22  0.297
H -13.40 -21.46 -17.42  0.385
H -13.38 -21.13 -19.13  0.320
H -12.04 -21.89 -18.35  0.456
H -8.86 -16.95 -17.66  0.026
H -8.86 -18.60 -17.22  0.397
H -10.17 -17.65 -16.64  0.310
H -10.23 -20.96 -19.49  0.364
C -8.52 -14.49 -21.60  1.236
C -8.25 -14.31 -20.05  0.969
C -7.03 -15.09 -19.58  -0.647
O -7.98 -12.96 -19.71  -0.382
H -9.16 -13.65 -21.87  -0.862
H -9.00 -15.45 -21.83  0.134
H -7.57 -14.32 -22.09  -0.390
H -9.14 -14.53 -19.46  -0.187
H -6.11 -14.59 -19.87  0.113
H -7.05 -16.04 -20.11  0.134
H -7.08 -15.12 -18.49  0.245
H -7.17 -12.72 -20.15  -0.126

***

> Which of these has the lowest F_max?

C57H126N6O9

***

> F_max of number 2 (C57H126N6O9)?

4.5 eV/Å

***

> The lowest energy above the lowest of the compared OMol25 structures with the same formula, charge and spin belongs to which entry?

C57H114N5O17

***

> F_max of number 2 (C57H126N6O9)?

4.5 eV/Å